Here is C31H25N5O2S3W as an isolated structure from the OMol25 dataset. Energies are from ωB97M-V with the def2-TZVPD basis set.

The spin multiplicity is 3. Its expectation value of S² is 2.057. For the lowest unoccupied orbital energy (spin up / spin down), the calculation gives -7.1235 / -7.3613 eV. As for the HOMO energy (spin up / spin down): -0.488 / -0.511 Eh. The frontier orbital gap (spin up / spin down) is 6.164 / 6.553 eV. The energy relative to the best compared isomer or geometry (same formula, charge and spin) comes out at 25.6 kcal per mole. For the energy, the calculation gives -78412.981 eV. As for the net charge: +2.

Last column: natural (NBO) charge in e.
Atoms and positions in Å:
W 0.17484 0.15594 0.28443  1.675
S -2.24261 2.21182 -0.80736  1.285
S -0.29434 -1.96845 -3.87016  0.557
S 4.44375 1.22946 -1.14046  0.534
O -1.32569 0.70822 1.55852  -0.503
O -1.24541 1.04258 -1.01239  -0.966
N -1.12412 0.83037 2.83267  0.165
N -3.89706 2.64250 2.25932  -0.178
N 2.20134 0.08867 -0.56918  -0.593
N -1.62648 1.66987 6.09071  -0.127
N -0.21668 -1.20012 -1.42415  -0.533
C 4.32730 -0.48606 -1.36325  -0.237
C 0.86626 2.16775 0.44718  -0.336
C -3.81696 1.43512 -1.08497  -0.804
C 2.77735 -2.31235 -1.08674  -0.266
C 0.34623 -1.05178 -2.59820  -0.073
C 0.18974 3.26239 0.99638  -0.250
C 5.02536 -2.68764 -1.91234  -0.182
C -3.37778 -3.83414 -2.05359  -0.178
C -2.05586 3.14023 -2.30885  -0.804
C -1.30771 -2.07076 -1.51435  0.081
C 1.99989 4.76387 0.43063  -0.195
C 3.06002 -0.94579 -0.99842  0.166
C 0.74757 4.53550 0.98868  -0.155
C -1.95997 1.53970 3.54248  0.042
C -3.04708 2.16381 2.86545  0.227
C 0.21808 -2.32723 1.62209  -0.142
C 1.08096 -0.15137 2.30318  -0.495
C -2.20903 -2.38702 -0.49599  -0.180
C -3.23245 -3.26671 -0.77891  -0.193
C 2.13980 2.42960 -0.08764  -0.081
C -0.77082 -1.33244 3.60409  -0.170
C 5.32193 -1.34385 -1.82642  -0.186
C -0.77372 -2.30184 2.68330  -0.221
C -1.78545 1.63090 4.95408  0.192
C 2.70472 3.70424 -0.10777  -0.173
C -2.50962 -3.51131 -3.07319  -0.187
C -1.48125 -2.61283 -2.78848  -0.222
C 0.00062 -0.06746 3.37110  -0.104
C 3.76467 -3.16343 -1.54045  -0.167
C 2.83145 1.25739 -0.58480  0.100
C 1.25248 -1.42577 1.66437  -0.274
H 6.29725 -0.96847 -2.10346  0.248
H -1.06682 3.59390 -2.27255  0.264
H -3.94034 -3.52412 -0.00265  0.237
H -1.42469 -3.15885 2.79963  0.252
H -2.12237 -1.95180 0.49082  0.208
H -2.81495 3.92229 -2.31697  0.267
H 3.68571 3.87108 -0.53584  0.232
H -4.58181 2.21141 -1.08564  0.270
H 0.33483 0.41497 4.28859  0.267
H 1.97774 0.42216 2.50660  0.264
H 3.55816 -4.22286 -1.60811  0.237
H -2.15614 2.48463 -3.17162  0.252
H 5.77701 -3.37908 -2.26566  0.246
H 1.17116 -0.37930 -2.76562  0.248
H 0.29558 -3.21061 1.00185  0.237
H 0.20127 5.36038 1.42776  0.234
H 2.18063 -1.65170 1.16186  0.268
H -1.38855 -1.38718 4.49127  0.247
H -3.80099 0.88770 -2.02587  0.251
H -0.78978 3.14668 1.44195  0.204
H -2.62564 -3.93509 -4.06096  0.248
H 2.42514 5.75751 0.42545  0.243
H -4.18882 -4.52402 -2.23914  0.246
H 1.81101 -2.70612 -0.80733  0.219
H -3.98886 0.76491 -0.24493  0.260

Here is a 3-piece molecular cluster, C31H26BFO7P2 overall at a distorted geometry from the OMol25 dataset. Energies are from ωB97M-V with the def2-TZVPD basis set.

For the lowest unoccupied orbital energy, the calculation gives -0.9729 eV. As for the HOMO energy: -0.334 Eh. The frontier orbital gap is 8.103 eV. The SMILES is O=C1c2ccccc2C(=O)c2ccccc21.O=C1c2ccccc2C(=O)c2ccccc21.CCCB(F)PP(=O)(O)O. For the energy, the calculation gives -68877.068 eV.

Last column: natural (NBO) charge in e.
Atoms and positions in Å:
P -0.14861 -0.15630 -0.53675  2.085
P 0.96720 -0.92615 1.17095  -0.215
F 0.34890 -3.55255 1.74501  -0.466
O 4.15267 1.72360 3.07815  -0.534
O 9.24807 0.11431 3.15096  -0.523
O 0.28345 -0.98025 -1.67871  -1.088
O -5.74766 -1.45859 -7.03993  -0.525
O -5.51486 1.32167 -2.47909  -0.540
O -1.72356 -0.44916 -0.23431  -0.979
O 0.12365 1.41781 -0.76228  -0.964
C 8.02079 0.37232 0.65261  -0.154
C -5.70050 -0.85057 -5.99038  0.511
C -5.57531 0.66447 -3.50034  0.556
C -8.08784 -0.18708 -6.19143  -0.187
C 6.01936 1.13620 4.38447  -0.056
C 7.98169 0.47065 5.61713  -0.153
C 7.34217 0.69011 4.40357  -0.149
C -2.89010 -0.84965 4.33992  -0.610
C -6.84692 0.56836 -4.26733  -0.155
C 6.01968 1.02809 1.82882  -0.067
C -2.15773 -1.47064 -4.88965  -0.189
C 7.35749 0.62599 1.84638  -0.145
C 6.01228 0.88217 -0.56902  -0.190
C -9.22052 0.44103 -5.70196  -0.189
C -1.88618 -0.79262 3.14812  -0.385
C -2.08515 -0.71530 -3.72275  -0.198
C 7.31045 0.70568 6.80491  -0.192
C 8.08200 0.45036 3.13413  0.545
C -4.44927 -0.80801 -5.18815  -0.068
C 7.34992 0.50038 -0.55155  -0.190
C 5.35567 1.38653 5.57927  -0.177
C -7.98825 1.19130 -3.77755  -0.154
C 5.30152 1.33148 3.09516  0.521
C -4.38417 -0.06571 -4.00748  -0.147
C 5.99986 1.17240 6.78576  -0.195
C 5.35004 1.14976 0.61682  -0.170
C -9.17316 1.12294 -4.49016  -0.195
C -6.90055 -0.13561 -5.47211  -0.047
C -3.33311 -1.51365 -5.62204  -0.171
C -3.19912 -0.01719 -3.28600  -0.163
C -1.44737 -2.22488 2.76666  -0.825
B -0.10515 -2.34146 1.95196  0.899
H -2.84857 -1.80322 4.86829  0.202
H 9.05944 0.07080 0.66626  0.239
H -1.05687 -0.16726 3.47953  0.201
H 5.47986 1.36403 7.71560  0.218
H -10.06294 1.60303 -4.10353  0.218
H -3.15025 0.56486 -2.37626  0.214
H -2.14846 0.35961 0.10019  0.500
H -0.64068 1.76350 -1.26017  0.505
H -1.17163 -0.67056 -3.13323  0.257
H -1.29172 -2.02494 -5.22771  0.222
H 5.48710 0.97218 -1.51107  0.222
H -7.94986 1.72578 -2.83796  0.237
H 4.33510 1.74454 5.56439  0.236
H -2.24238 -2.68538 2.16844  0.257
H -1.29333 -2.77729 3.70201  0.240
H -2.41146 -0.32331 2.31670  0.194
H 7.80826 0.52746 7.74937  0.219
H 1.13447 0.11959 2.11656  0.051
H -8.12596 -0.72167 -7.13095  0.240
H -10.14577 0.39617 -6.26198  0.219
H 9.00233 0.11282 5.63173  0.239
H 4.31075 1.44882 0.59596  0.237
H 7.86741 0.29835 -1.48049  0.219
H -2.69703 -0.02989 5.03446  0.209
H -3.38499 -2.09887 -6.53034  0.236
H -3.92461 -0.74136 4.00243  0.206

Here is C31H26BaClN6O7S2Se2 as an isolated structure at a distorted geometry from the OMol25 dataset. Energies are from ωB97M-V with the def2-TZVPD basis set.

For the lowest unoccupied orbital energy, the calculation gives 2.0626 eV. As for the HOMO energy: -0.156 Eh. The frontier orbital gap is 6.320 eV. The energy relative to the best compared isomer or geometry (same formula, charge and spin) comes out at 40.2 kcal per mole. For the energy, the calculation gives -221416.132 eV. As for the net charge: -1.

Last column: Mulliken charge in e.
Atoms and positions in Å:
Ba 1.70254 1.06776 -0.48057  1.197
Se 1.69462 -0.83745 3.06121  0.467
Se 0.57316 -2.34881 4.43056  -0.325
Cl 1.79105 -1.87786 -1.32722  1.659
S -0.34776 3.34255 3.89903  -0.394
S 3.04268 3.78767 -0.77668  0.310
O -3.37150 -3.28036 -5.03025  -0.528
O 1.55911 3.45752 -0.93187  -0.553
O 0.90105 -1.91974 -2.46122  -0.521
O 2.86237 -0.85071 -1.61105  -0.830
O -4.92725 2.83956 -5.09236  -0.498
O 2.38288 -3.14488 -1.04109  -0.677
O 1.03194 -1.37196 -0.14226  -0.323
N 3.86008 -1.15116 1.46393  0.150
N -1.40531 -1.37124 2.70219  -0.008
N -1.11446 1.90116 -2.00913  0.316
N 3.00442 1.96642 2.18542  0.391
N 4.01159 2.70495 -1.03134  -0.412
N -1.63472 -0.65060 -1.18206  0.045
C 4.37543 -3.85739 1.77986  -0.457
C -2.04740 -2.55799 -3.17967  0.926
C 0.18082 2.01235 1.68203  0.425
C 5.19283 -3.07704 0.97709  -0.696
C 4.88825 -1.73390 0.84859  -0.221
C 3.30712 -3.27283 2.43278  -0.586
C 2.21390 2.66083 3.02592  0.089
C -3.22269 -3.41335 3.17551  -0.393
C 2.76551 3.43573 4.05211  -0.969
C -3.54471 -2.37028 2.31490  -0.693
C -1.11199 -2.37160 3.50586  0.531
C -1.24460 2.24966 1.78528  -0.866
C -1.53645 -1.94732 -0.92886  -0.617
C -1.74513 -2.93334 -1.88460  -1.124
C -1.66203 2.92972 2.89285  -0.573
C -3.03655 3.10387 -3.64132  0.430
C -4.04850 3.79348 -4.51430  -0.516
C 3.10608 -1.91533 2.24401  0.327
C 4.13349 3.51611 4.18948  -0.389
C -1.18268 3.23130 -2.12683  -0.516
C 4.94894 2.82818 3.29904  -0.993
C -1.98397 -3.42346 3.78647  -0.779
C -2.60215 -1.37675 2.11583  -0.138
C -2.01064 1.18450 -2.67311  -0.040
C -2.20527 -3.58171 -4.26472  -0.758
C -1.93654 -0.29380 -2.43389  0.846
C 4.32427 2.07519 2.32294  -0.362
C -2.15151 -1.20108 -3.45645  -0.965
C -2.12160 3.86336 -2.92274  -1.298
C -2.97889 1.72860 -3.51041  -0.739
C 0.75848 2.58129 2.78772  0.353
H -2.79285 -0.53753 1.45713  0.266
H -1.32057 -3.56182 -4.91263  0.302
H -1.25940 -2.21758 0.08177  0.692
H 4.90543 1.50883 1.60444  0.309
H 5.48215 -1.09511 0.20586  0.361
H -3.39770 -3.88953 -5.77316  0.299
H -3.51501 4.35205 -5.29413  0.308
H -3.69223 1.09268 -4.01226  0.671
H -4.49716 -2.32790 1.80557  0.458
H -2.27095 -4.57933 -3.81586  0.349
H 2.11776 3.98299 4.72405  0.377
H 4.56237 -4.91817 1.89645  0.363
H 6.03146 -3.49874 0.44242  0.402
H -2.36878 -0.85862 -4.45854  0.577
H 4.56590 4.11727 4.98064  0.395
H -5.58169 3.31636 -5.60777  0.287
H -3.93123 -4.21203 3.35687  0.378
H -0.44990 3.79408 -1.56835  0.586
H 6.02701 2.87175 3.35227  0.394
H -1.70475 -4.22498 4.45674  0.354
H -1.94893 1.91177 1.03289  0.373
H 2.64016 -3.84252 3.06612  0.315
H -1.63635 -3.97564 -1.61523  0.344
H -2.12645 4.94538 -2.97370  0.393
H -4.60734 4.51792 -3.90988  0.309
H -2.66925 3.19858 3.17164  0.429

Across the entries above, molecular weight takes the values 779.62; 602.30; 989.42 u, respectively.